Record 1
Here is C43H45N3O3P2PtS2Te as an isolated structure from OMol25. Energies are from wB97M-V/def2-TZVPD.

```
100
C43H45N3O3P2PtS2Te wB97M-V/def2-TZVPD
Pt -0.22714 0.70101 -0.32881
C 2.21346 1.45476 1.36467
C 1.06574 1.13809 2.30572
N -0.24522 1.43694 1.67757
C -0.69481 2.84887 1.77960
C 0.06482 3.86316 0.92816
S 0.25957 3.45909 -0.84131
C 2.06078 3.26730 -1.02734
C 2.61037 1.83474 -1.02094
N 1.94773 0.98258 -0.01877
H 3.13900 1.01713 1.74395
H 2.37217 2.52669 1.32085
H 1.18121 1.71013 3.23014
H 1.05810 0.08065 2.56477
H -0.93159 0.84856 2.14114
H -0.62932 3.17024 2.82435
H -1.74264 2.86358 1.48929
H 1.04291 4.10102 1.34271
H -0.51191 4.78718 0.95681
H 2.54105 3.88813 -0.27231
H 2.31102 3.72338 -1.98518
H 3.68757 1.88739 -0.83094
H 2.46348 1.36657 -1.99182
H 2.27618 0.02719 -0.11038
Te -3.04235 1.46984 -3.34816
C -4.58298 0.54830 -4.46541
C -4.29211 -0.36323 -5.47091
C -5.34210 -0.91800 -6.18828
N -6.62031 -0.61642 -5.97467
C -6.88860 0.27241 -5.02540
C -5.91186 0.88071 -4.24402
C -2.32353 -0.28269 -2.35964
P -0.53211 -0.25564 -2.39351
C 0.04931 -2.00225 -2.56884
C -0.95928 -3.11811 -2.67553
C -0.53956 -4.13527 -3.70175
C 0.69232 -4.59759 -3.54637
C 1.44688 -3.95338 -2.40691
C 1.28998 -2.45089 -2.40756
C 0.09861 0.40096 -3.95810
C 0.74152 1.62605 -4.06971
C 1.14702 2.09650 -5.31059
C 0.90613 1.34272 -6.44851
C 0.26077 0.11605 -6.34597
C -0.13469 -0.35625 -5.10679
P -2.34323 -0.11766 -0.56102
C -3.85673 0.64425 0.08018
C -5.05288 0.50471 -0.62221
C -6.23713 0.95554 -0.06450
C -6.24092 1.55500 1.18852
C -5.05721 1.68756 1.89657
C -3.87191 1.22092 1.34523
C -2.53130 -1.77408 0.19104
C -1.75573 -2.31342 1.21500
C -2.02382 -3.58632 1.71327
C -3.06622 -4.33468 1.20273
C -3.86650 -3.80886 0.19363
C -3.60096 -2.54176 -0.28560
H -3.27026 -0.63625 -5.70158
H -5.14598 -1.63232 -6.98076
H -7.93541 0.51330 -4.87530
H -6.19405 1.60218 -3.48722
H -1.98698 -2.76670 -2.73783
H -1.24759 -4.50118 -4.43207
H 1.13790 -5.39795 -4.11846
H 2.46586 -4.29036 -2.23280
H 2.15387 -1.83096 -2.20729
H 0.88127 2.24246 -3.19278
H 1.64023 3.05615 -5.39103
H 1.21266 1.71255 -7.41766
H 0.06623 -0.47004 -7.23439
H -0.64861 -1.30946 -5.04140
H -5.05729 0.04948 -1.60283
H -7.16341 0.84020 -0.61257
H -7.16971 1.90732 1.61659
H -5.05737 2.14381 2.87754
H -2.95902 1.29638 1.92292
H -0.04372 -2.19532 2.04287
H -1.41695 -3.96862 2.52679
H -3.27134 -5.31562 1.61168
H -4.69845 -4.37486 -0.20287
H -4.22426 -2.13622 -1.07449
C -0.04933 -10.28462 -0.05001
C 0.06531 -8.80849 -0.27665
C -0.93147 -8.10866 -0.95840
C -0.83009 -6.74845 -1.18071
C 0.29572 -6.08489 -0.70352
C 1.30520 -6.74988 -0.00652
C 1.18257 -8.10881 0.19243
S 0.48546 -4.38022 -0.91530
O -0.91512 -3.86741 -1.33034
O 1.05464 -3.75081 0.24186
O -0.73873 -1.57785 1.78318
H -1.05360 -10.64587 -0.25901
H 0.20946 -10.54110 0.97694
H 0.64498 -10.81810 -0.70243
H -1.80520 -8.63824 -1.31522
H -1.61499 -6.21420 -1.69629
H 2.16022 -6.21201 0.38263
H 1.95889 -8.63946 0.72828
```

Calculated values
Charge: +2
Highest occupied orbital energy, eV: -11.6
Kohn-Sham gap, eV: 6.3
E, hartree: -3921.40356
Spin multiplicity: 1
E_LUMO, eV: -5.35
Energy above the lowest of the compared OMol25 structures with the same formula, charge and spin, kcal/mol: 76.2

Record 2
Here is one molecule with the formula C21H32N4O2 from OMol25. Energies are from wB97M-V/def2-TZVPD.

```
59
C21H32N4O2 wB97M-V/def2-TZVPD
C 1.31069 3.79080 2.11612
C 0.14531 2.95720 2.66036
N 0.44204 1.99383 3.71040
C 0.29485 2.46993 5.07132
C 1.34103 3.46947 5.57652
C 1.60067 1.14915 3.48784
C 1.29891 0.16008 2.35096
O 0.07053 -0.49636 2.62008
C 2.39439 -0.84581 2.18671
C 3.26525 -1.35906 3.11452
C 4.14627 -2.22797 2.44184
C 3.79463 -2.20933 1.12347
N 2.72556 -1.37634 0.96450
C 2.09538 -1.14024 -0.26575
C 0.70686 -1.13001 -0.36874
C 0.10904 -0.89391 -1.59122
C 0.87296 -0.68817 -2.73440
C 0.20394 -0.43836 -4.06137
N -0.92527 -1.31132 -4.29724
C -2.20587 -0.84754 -4.11644
O -2.46806 0.33253 -4.00462
N -3.15089 -1.83233 -4.08432
C -4.56836 -1.52917 -4.12596
C -5.13383 -1.76007 -5.52717
C -5.30300 -2.36904 -3.08463
C 2.25706 -0.71865 -2.62732
C 2.86675 -0.93326 -1.40579
H 2.01581 3.16740 1.57139
H 0.91871 4.53605 1.42828
H 1.84360 4.30291 2.91212
H -0.62173 3.62879 3.05283
H -0.30147 2.41167 1.82062
H 0.31076 1.58787 5.72022
H -0.69928 2.92015 5.15422
H 2.34545 3.07871 5.43155
H 1.19026 3.64598 6.63881
H 1.25387 4.42118 5.05896
H 1.76551 0.57510 4.40144
H 2.52277 1.69987 3.25680
H 1.20063 0.72201 1.40533
H -0.46399 0.13646 3.12198
H 3.27911 -1.14421 4.16427
H 4.94203 -2.79540 2.88235
H 4.19905 -2.75175 0.29163
H 0.10695 -1.30879 0.50988
H -0.96854 -0.86747 -1.66228
H 0.92580 -0.55387 -4.87676
H -0.20001 0.57976 -4.09004
H -0.75217 -2.29787 -4.18132
H -2.88703 -2.77278 -4.33311
H -4.64527 -0.46723 -3.87185
H -6.18365 -1.48229 -5.55863
H -4.59317 -1.15673 -6.25235
H -5.04414 -2.80892 -5.80641
H -6.35487 -2.09884 -3.06097
H -4.87842 -2.20309 -2.09803
H -5.22282 -3.42777 -3.32512
H 2.86549 -0.55994 -3.50621
H 3.94394 -0.93304 -1.32929
```

Calculated values
SMILES: CCN(CC)C[C@H](O)c1cccn1-c1ccc(CNC(=O)NC(C)C)cc1
Charge: 0
Highest occupied orbital energy, eV: -8.2
Kohn-Sham gap, eV: 8.9
E, hartree: -1188.93639
Spin multiplicity: 1
E_LUMO, eV: 0.75
Energy above the lowest of the compared OMol25 structures with the same formula, charge and spin, kcal/mol: 23.9

Q: What is the Kohn-Sham gap in the first record?
A: 6.3 eV

Q: Which of these has the highest E?
A: C21H32N4O2

Q: Which value of Kohn-Sham gap does entry 1 give?
A: 6.3 eV